{"formula": "C84H179N9O10", "method": "ωB97M-V/def2-TZVPD", "orbital_gap_ev": 8.23, "lumo_energy_ev": 0.34, "e_tot_ev": -123882.198, "e_homo_ev": -7.89, "max_force_ev_per_a": 4.08, "total_charge": 0, "species": ["C", "C", "C", "C", "C", "C", "C", "C", "C", "N", "O", "H", "H", "H", "H", "H", "H", "H", "H", "H", "H", "H", "H", "H", "H", "H", "H", "H", "H", "H", "C", "C", "C", "C", "C", "C", "C", "C", "C", "N", "O", "H", "H", "H", "H", "H", "H", "H", "H", "H", "H", "H", "H", "H", "H", "H", "H", "H", "H", "H", "C", "C", "C", "C", "C", "C", "C", "C", "C", "N", "O", "H", "H", "H", "H", "H", "H", "H", "H", "H", "H", "H", "H", "H", "H", "H", "H", "H", "H", "H", "C", "C", "C", "C", "C", "C", "C", "C", "C", "N", "O", "H", "H", "H", "H", "H", "H", "H", "H", "H", "H", "H", "H", "H", "H", "H", "H", "H", "H", "H", "C", "C", "C", "C", "C", "C", "C", "C", "C", "N", "O", "H", "H", "H", "H", "H", "H", "H", "H", "H", "H", "H", "H", "H", "H", "H", "H", "H", "H", "H", "C", "C", "C", "C", "C", "C", "C", "C", "C", "N", "O", "H", "H", "H", "H", "H", "H", "H", "H", "H", "H", "H", "H", "H", "H", "H", "H", "H", "H", "H", "C", "C", "C", "C", "C", "C", "C", "C", "C", "N", "O", "H", "H", "H", "H", "H", "H", "H", "H", "H", "H", "H", "H", "H", "H", "H", "H", "H", "H", "H", "C", "C", "C", "C", "C", "C", "C", "C", "C", "N", "O", "H", "H", "H", "H", "H", "H", "H", "H", "H", "H", "H", "H", "H", "H", "H", "H", "H", "H", "H", "C", "C", "C", "C", "C", "C", "C", "C", "C", "N", "O", "H", "H", "H", "H", "H", "H", "H", "H", "H", "H", "H", "H", "H", "H", "H", "H", "H", "H", "H", "C", "C", "C", "O", "H", "H", "H", "H", "H", "H", "H", "H"], "xyz": [[4.150, -8.632, 0.403], [3.514, -7.370, 0.857], [4.204, -6.816, 2.125], [3.530, -6.425, -0.427], [2.654, -5.188, -0.391], [1.163, -5.637, -0.073], [1.065, -6.517, 1.219], [1.241, -5.606, 2.488], [-0.393, -6.949, 1.144], [2.067, -7.661, 1.141], [1.871, -8.702, 2.101], [3.331, -9.231, 0.004], [4.968, -8.468, -0.298], [4.556, -9.209, 1.234], [5.272, -6.645, 1.989], [3.813, -5.854, 2.455], [4.120, -7.482, 2.983], [4.522, -5.974, -0.469], [3.270, -7.076, -1.261], [2.996, -4.462, 0.346], [2.751, -4.742, -1.381], [0.744, -6.196, -0.910], [0.488, -4.782, -0.038], [1.561, -6.221, 3.329], [0.294, -5.124, 2.729], [1.875, -4.728, 2.364], [-1.052, -6.130, 1.430], [-0.522, -7.808, 1.802], [-0.579, -7.446, 0.192], [2.000, -8.266, 2.946], [-1.902, 3.948, 0.440], [-3.387, 4.059, 0.723], [-4.079, 4.705, -0.486], [-3.973, 2.609, 0.752], [-3.657, 1.847, 2.003], [-4.310, 2.696, 3.096], [-3.816, 4.147, 3.276], [-4.851, 4.923, 4.105], [-2.488, 4.106, 4.015], [-3.703, 4.801, 1.942], [-3.337, 6.137, 2.014], [-1.608, 4.972, 0.210], [-1.352, 3.589, 1.310], [-1.625, 3.402, -0.462], [-5.118, 4.716, -0.158], [-3.867, 5.751, -0.707], [-4.048, 4.043, -1.352], [-5.055, 2.627, 0.628], [-3.480, 2.056, -0.047], [-4.092, 0.848, 2.033], [-2.581, 1.774, 2.156], [-4.087, 2.129, 4.000], [-5.396, 2.602, 3.067], [-5.208, 4.440, 5.015], [-5.714, 5.140, 3.477], [-4.487, 5.892, 4.446], [-1.963, 3.194, 3.730], [-2.705, 4.074, 5.083], [-1.868, 4.983, 3.829], [-4.108, 6.578, 1.650], [3.137, 4.758, -9.002], [2.771, 3.241, -8.910], [1.669, 2.936, -9.950], [4.015, 2.399, -9.247], [3.943, 0.903, -8.773], [3.569, 0.840, -7.321], [2.204, 1.512, -7.050], [0.984, 0.598, -7.399], [2.116, 1.581, -5.477], [2.217, 2.849, -7.557], [1.206, 3.657, -7.053], [3.703, 5.133, -8.149], [3.658, 4.963, -9.937], [2.217, 5.338, -9.066], [1.710, 3.505, -10.879], [1.662, 1.893, -10.266], [0.628, 3.027, -9.639], [4.103, 2.409, -10.334], [4.856, 2.853, -8.724], [3.209, 0.344, -9.354], [4.876, 0.393, -9.014], [4.353, 1.285, -6.708], [3.562, -0.202, -7.001], [0.918, 0.421, -8.473], [0.079, 1.109, -7.070], [1.132, -0.347, -6.877], [2.411, 0.627, -5.040], [1.153, 1.954, -5.128], [2.838, 2.289, -5.069], [1.655, 4.428, -6.698], [0.007, -1.936, 7.546], [-0.799, -0.755, 6.945], [0.105, 0.404, 6.372], [-1.695, -1.344, 5.771], [-2.983, -0.527, 5.428], [-3.778, -0.099, 6.666], [-2.877, 0.523, 7.791], [-2.617, 2.040, 7.537], [-3.738, 0.480, 9.124], [-1.700, -0.302, 8.009], [-0.977, 0.042, 9.147], [-0.601, -2.706, 8.021], [0.498, -2.410, 6.696], [0.705, -1.631, 8.326], [1.147, 0.115, 6.234], [-0.136, 0.721, 5.358], [0.070, 1.373, 6.868], [-1.123, -1.445, 4.849], [-1.878, -2.368, 6.097], [-2.632, 0.349, 4.883], [-3.659, -1.043, 4.747], [-4.259, -0.992, 7.065], [-4.558, 0.634, 6.461], [-2.193, 2.485, 8.438], [-3.569, 2.477, 7.236], [-2.007, 2.176, 6.644], [-3.623, 1.302, 9.831], [-3.733, -0.445, 9.701], [-4.808, 0.404, 8.932], [-0.498, 0.831, 8.882], [6.038, -1.063, 1.601], [7.064, -1.945, 0.976], [8.054, -2.416, 2.121], [6.327, -3.115, 0.367], [5.578, -2.950, -1.040], [6.604, -2.259, -2.002], [7.145, -0.962, -1.379], [8.263, -0.565, -2.283], [6.030, 0.157, -1.444], [7.782, -1.240, -0.091], [8.537, -0.188, 0.342], [5.214, -0.871, 0.914], [5.470, -1.576, 2.377], [6.549, -0.210, 2.046], [7.644, -3.149, 2.816], [8.960, -2.835, 1.683], [8.330, -1.562, 2.739], [6.984, -3.968, 0.197], [5.566, -3.435, 1.079], [5.162, -3.912, -1.339], [4.716, -2.285, -0.975], [5.979, -1.998, -2.856], [7.398, -2.914, -2.361], [7.922, -0.349, -3.296], [8.937, -1.379, -2.549], [8.722, 0.389, -2.026], [6.120, 0.697, -2.386], [6.204, 0.894, -0.659], [5.052, -0.318, -1.377], [9.438, -0.406, 0.093], [-6.459, -0.536, 3.653], [-6.486, -2.000, 3.523], [-7.894, -2.465, 3.176], [-5.616, -2.118, 2.216], [-5.234, -3.617, 2.070], [-4.528, -4.229, 3.292], [-5.401, -4.150, 4.603], [-6.609, -5.206, 4.674], [-4.387, -4.419, 5.735], [-5.864, -2.719, 4.664], [-6.405, -2.414, 5.865], [-6.957, -0.048, 2.815], [-7.134, -0.273, 4.468], [-5.485, -0.071, 3.805], [-8.460, -1.801, 2.522], [-8.079, -3.477, 2.816], [-8.564, -2.427, 4.035], [-6.163, -1.767, 1.341], [-4.699, -1.546, 2.359], [-6.091, -4.252, 1.842], [-4.561, -3.719, 1.218], [-3.598, -3.681, 3.446], [-4.328, -5.294, 3.174], [-7.317, -5.247, 3.847], [-7.144, -4.956, 5.590], [-6.191, -6.203, 4.809], [-4.962, -4.243, 6.644], [-3.517, -3.775, 5.607], [-3.961, -5.417, 5.838], [-5.720, -1.956, 6.358], [-0.406, 4.241, -3.592], [0.669, 5.354, -3.363], [0.302, 6.146, -2.128], [1.992, 4.511, -3.148], [3.322, 5.241, -3.136], [3.437, 6.114, -4.412], [2.210, 7.044, -4.670], [2.303, 8.351, -3.741], [2.275, 7.449, -6.143], [0.920, 6.218, -4.542], [-0.181, 6.885, -4.954], [-0.311, 3.414, -2.888], [-1.403, 4.674, -3.508], [-0.439, 3.842, -4.605], [-0.044, 5.503, -1.318], [1.040, 6.799, -1.663], [-0.531, 6.823, -2.315], [1.838, 3.918, -2.246], [1.937, 3.797, -3.971], [3.520, 5.740, -2.187], [4.061, 4.444, -3.210], [3.613, 5.496, -5.292], [4.358, 6.693, -4.339], [1.388, 8.584, -3.197], [2.600, 9.241, -4.297], [3.085, 8.329, -2.982], [2.151, 6.526, -6.709], [3.242, 7.857, -6.440], [1.401, 8.074, -6.327], [-0.397, 6.381, -5.742], [-0.462, -2.676, 1.953], [-0.510, -1.315, 1.174], [-1.980, -0.873, 1.189], [0.341, -0.383, 2.077], [0.736, 0.954, 1.416], [1.498, 0.583, 0.096], [0.645, -0.321, -0.918], [-0.495, 0.624, -1.490], [1.585, -0.812, -1.993], [0.129, -1.477, -0.184], [-0.480, -2.474, -0.935], [-0.960, -3.518, 1.473], [0.579, -2.991, 2.034], [-0.887, -2.657, 2.957], [-2.349, -0.669, 2.194], [-2.157, -0.032, 0.518], [-2.730, -1.589, 0.853], [-0.295, -0.112, 2.919], [1.258, -0.901, 2.358], [-0.091, 1.639, 1.226], [1.321, 1.646, 2.021], [2.466, 0.103, 0.242], [1.703, 1.537, -0.389], [-0.820, 1.362, -0.757], [-1.325, 0.038, -1.883], [-0.268, 1.247, -2.355], [2.304, -0.025, -2.219], [1.064, -1.076, -2.913], [2.084, -1.743, -1.724], [0.295, -3.039, -0.891], [-3.972, -1.635, -5.794], [-2.964, -1.168, -4.763], [-1.708, -2.128, -4.774], [-2.404, 0.224, -5.051], [-3.308, 1.453, -4.774], [-3.918, 1.314, -3.389], [-4.559, -0.095, -3.082], [-4.842, -0.203, -1.587], [-5.954, -0.108, -3.764], [-3.581, -1.193, -3.448], [-4.062, -2.415, -3.100], [-4.515, -0.743, -6.105], [-3.464, -2.046, -6.667], [-4.796, -2.297, -5.530], [-2.143, -3.120, -4.647], [-1.217, -2.099, -5.747], [-0.983, -1.899, -3.993], [-1.548, 0.340, -4.385], [-2.042, 0.236, -6.079], [-2.611, 2.288, -4.701], [-4.047, 1.713, -5.532], [-4.620, 2.145, -3.319], [-3.084, 1.525, -2.720], [-3.906, -0.348, -1.047], [-5.602, -0.912, -1.257], [-5.183, 0.744, -1.168], [-5.843, 0.176, -4.810], [-6.551, 0.737, -3.420], [-6.639, -0.949, -3.659], [-3.484, -2.588, -2.353], [5.562, 1.201, 5.069], [4.069, 1.045, 5.006], [3.656, 0.026, 3.943], [3.629, 0.533, 6.262], [6.112, 0.288, 5.298], [5.806, 1.854, 5.908], [6.033, 1.647, 4.193], [3.495, 1.968, 4.924], [2.596, -0.162, 4.116], [4.184, -0.915, 4.096], [3.829, 0.329, 2.910], [4.195, -0.230, 6.406]], "forces_ev_per_a": [[0.22, -1.39, 0.42], [-1.30, 1.60, 0.35], [0.23, 0.71, -0.27], [0.17, 0.24, 2.01], [-2.01, -1.05, 0.25], [2.02, 0.24, -0.33], [0.60, 1.35, -0.30], [-0.44, -0.25, -0.47], [0.64, -2.13, 0.75], [-1.05, 0.60, -1.43], [0.07, 1.12, -0.61], [0.38, -0.17, -0.52], [-0.17, 0.01, -0.13], [0.02, -0.02, 0.10], [0.14, -0.19, -0.26], [-0.17, 0.03, -0.19], [-0.13, -0.30, -0.15], [0.53, -0.81, -0.46], [0.24, 0.22, -0.16], [0.08, 0.01, 0.08], [-0.30, 0.32, -0.01], [0.41, -0.35, -0.11], [0.01, 0.09, 0.68], [0.04, 0.26, 0.20], [-0.19, -0.43, 0.21], [0.61, -0.43, -0.13], [-0.07, -0.22, -0.41], [-0.33, 0.22, 0.64], [-0.30, 0.64, -0.31], [0.10, -0.06, 0.63], [0.54, 1.11, 0.05], [0.13, -0.77, -0.71], [-1.19, -0.02, 0.84], [0.69, -0.07, -0.24], [-0.67, 1.57, 0.69], [0.31, -1.06, 1.12], [-0.15, 0.15, -0.55], [-0.26, 0.62, -0.23], [0.09, -0.05, 0.24], [-1.64, -2.11, 0.46], [0.63, 0.15, -0.35], [0.52, 0.12, 0.35], [0.15, -0.03, -0.10], [-0.32, -0.37, 0.07], [-0.38, 0.06, -0.29], [0.67, -0.17, -0.13], [0.35, 0.27, -0.16], [-0.05, 0.02, -0.24], [-0.37, 0.29, -0.65], [0.06, -0.01, -0.21], [0.08, -0.11, 0.05], [0.10, 0.42, 0.72], [-0.18, 0.39, -0.55], [0.21, -0.51, -0.12], [-0.15, -0.14, -0.02], [0.33, 0.04, -0.17], [0.37, 0.10, 0.10], [0.22, -0.16, 0.12], [-0.05, -0.01, -0.11], [-0.07, 0.37, 0.08], [-0.90, -0.64, 0.25], [-1.71, -0.38, 0.09], [-0.60, -0.46, -0.80], [-0.52, -1.08, 0.87], [-0.19, 0.96, -0.94], [-0.11, -0.20, -0.18], [-0.18, -0.95, 2.34], [0.88, 0.71, -0.65], [0.57, 0.61, -0.39], [2.66, 0.77, -0.75], [-0.89, 0.05, -0.62], [0.23, -0.21, -0.01], [0.23, -0.20, 0.09], [-0.11, 0.06, 0.14], [0.43, 0.23, -0.03], [0.52, -0.25, 0.03], [0.14, 0.59, 0.73], [0.44, 0.28, 0.05], [0.29, 0.07, -0.34], [-0.30, 0.13, -0.14], [0.24, 0.17, 0.25], [-0.06, 0.45, 0.05], [-0.40, -0.13, 0.08], [-0.09, -0.13, -0.05], [-0.06, -0.18, 0.02], [-0.29, -0.02, -0.02], [-0.49, -0.21, -0.03], [-0.16, -0.45, -0.04], [0.27, 0.16, -0.28], [0.10, 0.15, 0.43], [0.17, 0.37, -0.52], [-0.82, 0.46, -0.72], [0.31, -0.24, -0.51], [-0.30, 0.22, 0.80], [0.78, 0.19, 0.48], [1.30, 0.00, 0.42], [-1.27, 0.30, 1.27], [-0.17, -1.12, -0.86], [-0.76, -0.64, -0.14], [-0.72, -1.30, -0.62], [-0.19, 0.31, 0.09], [-0.52, 0.27, -0.19], [0.49, -0.06, 0.14], [0.22, 0.18, -0.38], [0.13, -0.10, 0.57], [-0.69, -0.36, -0.28], [0.10, -0.26, 0.72], [0.34, 0.15, 0.11], [-0.61, -0.04, -0.07], [-0.03, 0.35, -0.07], [0.18, -0.38, -0.05], [0.05, -0.08, 0.32], [-0.04, -0.06, -0.26], [-0.02, 0.29, -0.28], [-0.11, 0.31, 0.57], [0.42, 0.11, 0.19], [0.39, 0.05, -0.23], [1.24, -0.25, -0.07], [-0.28, 0.83, -0.77], [0.50, 0.53, 0.22], [-1.01, 0.20, 0.81], [0.34, -0.05, 0.36], [-0.17, 0.48, -0.97], [-1.17, -1.35, -1.49], [1.93, 1.06, 1.33], [-2.01, -0.66, 0.64], [-0.42, -0.02, -0.62], [0.56, 0.93, -2.02], [0.92, -0.57, 0.36], [-0.40, -2.45, -0.71], [0.27, 1.43, 1.01], [0.33, 0.81, -0.31], [0.49, -0.22, 0.47], [-0.53, 0.42, -0.22], [-0.42, -0.10, -0.33], [0.02, -0.03, -0.04], [0.10, 0.12, -0.16], [0.30, -0.02, 0.18], [0.09, -0.16, 0.25], [0.43, -0.05, -0.25], [-0.07, 0.07, 0.27], [0.41, 0.29, -0.44], [0.05, -0.09, 0.34], [-0.77, 0.09, -0.09], [0.56, 0.05, 0.95], [0.46, -0.33, 0.38], [-0.15, -0.17, -0.09], [-0.26, -0.10, 0.15], [-0.09, 0.43, 0.16], [0.15, -0.05, 0.05], [-1.57, 1.91, 1.83], [0.76, -1.23, -2.27], [-1.80, -0.03, 0.72], [0.32, -2.95, 1.46], [0.52, -0.14, -0.49], [-1.62, 0.46, 0.36], [-0.01, -0.04, -1.85], [1.38, 0.83, 0.45], [-0.98, 0.42, 0.35], [2.30, -0.59, -2.03], [-1.63, 0.35, 1.59], [0.30, -0.21, -0.38], [0.23, 0.44, 0.52], [0.04, -0.25, 0.10], [0.56, 0.22, -0.53], [0.76, -0.03, -0.23], [0.28, 0.02, 0.67], [-0.04, 0.07, 0.17], [0.04, 0.10, -0.11], [-0.29, 0.23, -0.11], [0.07, -0.10, -0.21], [0.13, -0.08, 0.23], [0.23, 0.02, -0.40], [0.28, 0.35, -0.10], [-0.21, -0.05, -0.02], [0.04, -0.06, -0.04], [0.57, 0.22, 0.44], [-0.27, 0.39, 0.34], [-0.48, -0.30, -0.57], [0.08, 0.18, 0.05], [-0.59, 1.29, -0.71], [1.66, -0.59, 0.35], [-0.74, 0.54, 0.89], [-1.31, 0.46, -0.17], [-0.34, -0.50, -1.00], [-0.37, 0.16, 0.97], [0.10, 0.08, 0.99], [-0.01, -0.49, -0.22], [-0.64, -0.56, 0.40], [3.37, -1.82, 0.65], [-1.59, 0.99, -0.46], [0.13, 0.21, 0.09], [-0.17, 0.06, 0.43], [0.67, -0.11, -0.16], [0.03, -0.28, -0.05], [0.60, -0.23, -0.41], [-0.23, -0.06, -0.31], [0.07, 0.04, 0.21], [0.45, 0.02, -0.08], [-0.17, 0.42, -0.16], [0.36, 0.09, 0.08], [-0.34, -0.41, -0.01], [-0.13, 0.46, -0.02], [-0.17, -0.12, -0.31], [-0.33, -0.06, -0.46], [0.06, -0.69, 0.13], [-0.07, 0.00, -0.25], [-0.20, 0.43, 0.20], [0.43, 0.36, -0.43], [-0.57, 0.31, -0.26], [0.55, -0.26, -0.85], [-0.26, -1.02, 0.52], [-0.52, 0.22, -0.73], [-0.42, 1.45, -0.79], [0.67, -0.95, -1.16], [-1.34, 0.23, -0.10], [-0.64, 1.82, 0.78], [0.22, -0.49, -0.26], [-0.18, -0.18, -0.76], [0.51, 1.60, 3.19], [0.14, -0.07, -0.49], [-0.27, 0.24, -0.44], [0.09, 0.13, 0.12], [0.01, 0.56, 0.04], [0.43, 0.39, 0.16], [0.11, 0.38, 0.35], [0.47, -0.70, -0.37], [0.24, -0.53, 0.47], [-0.12, -0.01, 0.26], [-0.59, -0.54, -0.45], [0.64, -0.61, 0.42], [-0.02, -0.17, 0.48], [0.10, -0.09, -0.51], [-0.26, -0.39, 0.26], [-0.27, -0.24, 0.41], [0.93, -0.12, -0.16], [0.13, -0.12, -0.12], [-0.19, 0.23, -0.11], [0.33, 0.17, 0.42], [-0.48, -1.03, -0.72], [-0.44, 0.78, -1.36], [0.59, -0.98, 0.12], [-1.50, 0.11, 0.01], [-0.63, 0.51, 0.01], [0.72, -0.83, 0.10], [0.23, -0.65, -0.29], [-0.70, 0.15, -0.09], [0.57, 0.65, 0.85], [0.03, 0.85, -0.91], [0.60, 4.01, 0.46], [-0.49, -1.48, 0.42], [0.05, 0.10, -0.47], [-0.08, -0.01, -0.14], [0.57, -0.38, 0.67], [0.47, -0.24, 0.15], [-0.04, 0.12, -0.04], [-0.17, 0.02, 0.12], [0.22, 0.03, -0.04], [0.09, -0.02, -0.04], [-0.13, 0.31, -0.30], [0.01, -0.38, -0.18], [-0.41, -0.31, 0.61], [-0.14, -0.24, 0.55], [0.12, -0.46, 0.08], [0.24, -0.41, -0.41], [-0.22, 0.32, -0.39], [-0.07, -0.52, -0.26], [0.16, 0.17, 0.62], [0.65, -0.46, 0.02], [-0.16, -0.71, 0.26], [0.81, 1.20, 0.40], [-0.11, -1.13, -0.25], [-0.47, 0.29, 0.17], [-0.01, -0.04, 0.28], [-0.36, -0.44, -0.23], [0.00, 0.22, 0.04], [-0.23, -0.06, -0.21], [0.39, 0.21, -0.38], [-0.09, -0.10, -0.33], [0.11, -0.02, 0.12], [-0.03, 0.19, 0.02], [-0.07, -0.28, 0.40]]}